1.
32
Properties=species:S:1:pos:R:3:nbo_charge:R:1 method="wB97M-V/def2-TZVPD" relative_energy_kcal_mol=38.63 gap_ev=10.32 smiles="C[C@H](O)CN(C(=O)O)N(C(=O)O)[C@@H](C)CO"
C 0.01849 2.27745 -2.67115 -0.637
C 1.02824 1.41572 -1.88600 0.096
O 2.25861 1.36753 -2.54478 -0.725
C 0.52645 -0.02114 -1.72535 -0.225
N -0.48571 -0.22936 -0.68511 -0.286
C -1.84258 -0.42935 -1.03213 0.900
O -2.19817 -0.51536 -2.17554 -0.634
O -2.71563 -0.50526 -0.02173 -0.698
N -0.09206 -0.21245 0.69949 -0.316
C -0.37906 0.96687 1.42134 0.883
O -0.87865 1.90197 0.82367 -0.653
O -0.04168 1.09552 2.70774 -0.682
C 0.38775 -1.49049 1.28592 -0.079
C 1.82172 -1.33211 1.75889 -0.617
C -0.49247 -2.01920 2.40358 -0.080
O -1.79802 -2.36626 1.91882 -0.731
H 0.43689 3.25273 -2.94449 0.200
H -0.26115 1.79687 -3.60127 0.210
H -0.87925 2.41394 -2.06624 0.232
H 1.19615 1.88268 -0.93901 0.161
H 2.50423 2.24361 -2.87479 0.475
H 0.19032 -0.34154 -2.67985 0.241
H 1.37512 -0.62615 -1.45044 0.205
H -3.57000 -0.62944 -0.42251 0.514
H -0.25180 2.03114 2.90198 0.517
H 0.39924 -2.28770 0.52991 0.228
H 2.45813 -0.96362 0.95467 0.218
H 2.24587 -2.27854 2.12111 0.217
H 1.86550 -0.61329 2.53592 0.216
H -0.06553 -2.96192 2.81945 0.192
H -0.55181 -1.28964 3.23982 0.176
H -2.20915 -1.53323 1.59808 0.482

=====

2.
28
Properties=species:S:1:pos:R:3:nbo_charge:R:1 method="wB97M-V/def2-TZVPD" spin_multiplicity=3 s_squared=2.006 gap_ev="5.32 / 6.91"
C -0.90741 -0.55490 1.20691 -0.190
C -0.27062 -0.25017 -0.85165 0.022
C -1.42745 -0.30076 -0.05340 0.001
C -3.32136 1.43676 0.08959 -0.599
C -3.71188 -1.05517 0.08465 -0.598
C 2.10867 -0.74731 -0.62940 -0.209
C -2.88277 0.07682 -0.45722 -0.243
C 3.15159 0.03448 0.19195 -0.792
N 0.43073 -0.83170 1.12709 -0.148
N 0.75803 -0.57411 -0.13049 -0.321
P 2.57826 1.81985 0.06369 0.339
P 4.86717 -0.51740 -0.21727 0.323
H -1.38240 -0.79996 2.15646 0.213
H -0.23310 -0.09990 -1.93640 0.206
H -3.69279 1.97503 -0.71492 0.206
H -2.42068 2.01980 0.46081 0.220
H -4.09247 1.36462 0.84353 0.210
H -3.58820 -1.11546 1.10676 0.205
H -3.28706 -2.00803 -0.26902 0.209
H -4.75012 -1.16982 -0.12484 0.214
H 2.04054 -0.25586 -1.55069 0.190
H 2.30134 -1.76533 -0.73893 0.193
H -2.98715 0.21813 -1.59513 0.208
H 2.87582 -0.43178 1.19268 0.263
H 3.25447 1.78865 -1.11027 -0.047
H 3.80303 2.27763 0.70239 -0.018
H 5.50607 0.56207 0.18993 -0.036
H 5.27976 -1.09618 0.96317 -0.021

=====

3.
27
Properties=species:S:1:pos:R:3:nbo_charge:R:1 method="wB97M-V/def2-TZVPD" relative_energy_kcal_mol=70.67 charge=+1 gap_ev=10.09
C 1.89450 0.82313 0.90329 -0.416
C -2.36183 0.72501 0.00687 -0.425
C 0.91894 1.56236 0.05097 -0.227
C 2.64705 -0.29040 0.20835 -0.223
C -1.31952 0.92384 -1.07367 -0.210
C 0.94155 -1.79258 -1.21762 -0.223
C -2.23914 -0.73452 0.55151 -0.236
C 0.31678 -0.72848 -0.43790 0.528
N 0.10204 0.61114 -0.68704 -0.436
N 1.58587 -1.24359 -0.05471 -0.397
N -0.95883 -0.98060 1.01487 -0.652
H 2.78132 1.44470 1.33905 0.261
H 1.22244 0.39924 1.68789 0.190
H -2.34104 1.42295 0.85195 0.221
H -3.39545 0.74382 -0.44843 0.251
H 0.25620 2.27795 0.49509 0.215
H 1.44337 2.14816 -0.72602 0.210
H 2.97489 0.12720 -0.75345 0.207
H 3.42267 -0.75828 0.84897 0.244
H -1.44489 0.37232 -1.93085 0.215
H -1.33360 1.94331 -1.25628 0.220
H 0.46953 -2.72767 -1.17428 0.217
H 1.24335 -1.55059 -2.25372 0.228
H -3.06541 -0.91900 1.19979 0.217
H -2.38986 -1.37701 -0.24761 0.201
H -0.62195 -0.47635 1.85918 0.406
H -0.74895 -1.94608 1.24382 0.413

=====

4.
27
Properties=species:S:1:pos:R:3:nbo_charge:R:1 method="wB97M-V/def2-TZVPD" relative_energy_kcal_mol=44.69 spin_multiplicity=3 s_squared=2.011 charge=+1 gap_ev="8.94 / 7.21"
C 1.73574 -1.47901 0.01906 -0.525
C 3.09137 -1.33088 0.25868 -0.017
C 1.27004 -0.20066 0.10387 0.284
C -1.69678 0.68969 -2.14042 -0.582
C -1.36440 0.09708 1.72333 -0.683
C 2.23906 2.04568 0.46677 -0.434
C -2.21482 0.58794 -0.62457 -0.494
C -1.48835 -0.27675 0.30838 0.270
N 3.36361 -0.04160 0.48846 -0.211
N 2.23804 0.66155 0.39455 -0.256
N -1.32205 -1.66096 0.01870 -0.730
H 1.38363 -2.37361 -0.42082 0.231
H 3.79989 -2.04631 0.33920 0.222
H -1.94373 -0.32965 -2.50817 0.178
H -0.62766 0.89578 -2.20955 0.228
H -2.37341 1.27096 -2.63737 0.238
H -0.87791 -0.81939 2.16842 0.215
H -0.53151 0.84000 1.72424 0.254
H -2.22887 0.40730 2.24280 0.256
H 1.95748 2.45094 -0.56723 0.232
H 1.61402 2.31291 1.41947 0.227
H 3.37897 2.33906 0.62516 0.270
H -3.28954 0.27433 -0.67190 0.229
H -2.30942 1.54850 -0.19570 0.245
H -0.29388 -1.91574 0.04150 0.470
H -1.64492 -1.72112 -0.96701 0.448
H -1.86459 -2.22606 0.60013 0.435

=====

5.
26
Properties=species:S:1:pos:R:3:nbo_charge:R:1 method="wB97M-V/def2-TZVPD" relative_energy_kcal_mol=86.68 charge=+1 gap_ev=8.98 smiles="C=C(OCC(C)C)[N+](=C)C"
C -0.61669 1.65616 -1.30299 -0.514
C -0.63713 1.16343 -0.11442 0.515
O 0.03618 0.20075 0.55571 -0.545
C 1.31646 -0.47188 0.08558 -0.024
C 1.24140 -1.98153 -0.01614 -0.263
C 0.34356 -2.28577 -1.20812 -0.625
C 2.62944 -2.59514 -0.21725 -0.624
N -1.69375 1.73653 0.95150 -0.259
C -1.82212 1.27905 2.12626 0.115
C -2.26544 2.99747 0.62209 -0.488
H 0.00064 1.47037 -2.09141 0.254
H -1.20607 2.44338 -1.70089 0.240
H 1.90801 -0.28923 0.92591 0.201
H 1.61355 -0.03197 -0.81770 0.193
H 0.75417 -2.40063 0.95094 0.220
H 0.63198 -1.74252 -2.20766 0.208
H -0.71688 -2.13383 -1.00149 0.217
H 0.50104 -3.37345 -1.47498 0.230
H 3.04519 -2.50455 -1.30180 0.230
H 2.57216 -3.66558 0.13623 0.243
H 3.40933 -2.06055 0.47326 0.218
H -2.40665 1.85399 2.87124 0.228
H -1.36399 0.33343 2.47969 0.255
H -1.62007 3.77676 0.25180 0.261
H -2.90279 3.50608 1.36298 0.252
H -2.75156 3.11925 -0.33835 0.260

=====

6.
31
Properties=species:S:1:pos:R:3:nbo_charge:R:1 method="wB97M-V/def2-TZVPD" relative_energy_kcal_mol=56.27 charge=+1 gap_ev=8.59
C -0.86565 1.86623 0.02025 -0.179
C 0.31874 1.58684 0.58881 -0.251
C -1.98510 1.04929 -0.41171 0.019
C 0.78374 0.19833 0.75269 0.242
C -1.67452 -0.50348 -0.63285 0.413
C -1.09853 -1.06691 0.65514 0.673
C 3.14395 0.64576 -0.31089 -0.406
C 1.93512 -1.47153 -0.71229 -0.404
N 1.75008 -0.08913 -0.40985 -0.372
O -3.08301 1.05809 0.52758 -0.724
O 1.46990 -0.22525 1.87460 -0.742
O -0.86406 -0.61129 -1.80719 -0.744
O -2.90789 -1.12757 -0.86483 -0.697
O -1.93340 -0.74516 1.68848 -0.691
O -0.44701 -2.21579 0.70569 -0.674
H -1.14092 2.84301 0.01356 0.214
H 0.93153 2.39926 0.97111 0.218
H -2.46743 1.40093 -1.38815 0.216
H 3.65296 0.24448 0.52449 0.236
H 3.69007 0.64505 -1.25682 0.237
H 2.89061 1.65184 -0.06541 0.213
H 1.01594 -1.84003 -0.96047 0.242
H 2.61186 -1.62349 -1.53584 0.220
H 2.26627 -1.91471 0.15553 0.221
H 1.21932 0.37702 -1.13872 0.441
H -3.68550 1.77989 0.28104 0.515
H 1.23800 0.21638 2.70087 0.510
H -1.16043 -0.00849 -2.54548 0.502
H -2.90064 -2.11509 -0.59794 0.502
H -2.41209 0.11122 1.54982 0.529
H -0.29191 -2.51569 1.62875 0.524

=====

7.
27
Properties=species:S:1:pos:R:3:nbo_charge:R:1 method="wB97M-V/def2-TZVPD" relative_energy_kcal_mol=94.07 gap_ev=8.44 smiles="C/C=[SiH]/C.O=C1CCCCO1"
C 1.17891 -2.80529 -0.51349 -0.650
C 1.78066 -1.64476 0.23143 -0.845
Si 2.10596 -0.00544 -0.51171 1.212
C 3.01081 1.60631 -0.12846 -1.151
H 0.25468 -3.17522 -0.07244 0.201
H 1.93219 -3.63744 -0.72329 0.217
H 0.77784 -2.50854 -1.55001 0.197
H 2.07715 -1.93981 1.26101 0.217
H 1.49349 -0.08090 -1.83200 -0.209
H 3.90773 1.70494 -0.86859 0.255
H 2.41694 2.65006 -0.21014 0.301
H 3.35432 1.68430 0.88386 0.252
O -0.00972 2.85632 0.60526 -0.604
C -0.71027 1.87874 0.29567 0.793
C -1.66968 1.05228 1.12275 -0.529
C -1.71802 -0.51763 0.85693 -0.382
C -1.74369 -0.74822 -0.62719 -0.442
C -1.46490 0.49772 -1.51583 -0.079
O -0.61104 1.51545 -0.98927 -0.507
H -2.59897 1.55359 0.89578 0.231
H -1.46208 1.35075 2.20094 0.247
H -2.49907 -0.88784 1.31570 0.206
H -0.86452 -0.86694 1.36644 0.227
H -1.07369 -1.60904 -0.94325 0.228
H -2.67619 -0.91080 -1.01136 0.213
H -0.81071 0.16367 -2.36629 0.215
H -2.37187 1.05000 -1.83190 0.184

=====

8.
27
Properties=species:S:1:pos:R:3:nbo_charge:R:1 method="wB97M-V/def2-TZVPD" relative_energy_kcal_mol=54.79 gap_ev=9.94 smiles="CCC[C@H](C[C@@H](C)O)C(=O)O"
C 0.85274 -1.74441 -2.33517 -0.603
C 1.67715 -1.52840 -1.04617 -0.404
C 0.92219 -1.64464 0.32312 -0.365
C -0.57689 -0.81959 0.44582 -0.340
C -0.99697 0.60544 0.15734 -0.443
C -0.12272 1.96629 0.21528 0.103
C -1.03185 3.08251 -0.22011 -0.641
O 0.33534 2.04062 1.60962 -0.753
C -0.84399 -1.32676 1.91411 0.787
O -0.90692 -2.54445 2.16292 -0.620
O -0.82738 -0.48155 2.94369 -0.686
H 0.15836 -2.52058 -2.25428 0.207
H 1.69788 -1.90372 -3.07428 0.211
H 0.28544 -0.88941 -2.65665 0.198
H 2.40995 -2.27584 -1.01237 0.203
H 2.19322 -0.62366 -1.16834 0.190
H 1.52671 -1.21895 1.18806 0.211
H 0.56446 -2.65560 0.52351 0.247
H -1.39532 -1.26414 -0.12321 0.231
H -1.55064 0.44658 -0.89677 0.214
H -1.92470 0.81916 0.66250 0.222
H 0.72486 1.91506 -0.38313 0.165
H -1.29124 3.77837 0.53881 0.236
H -0.57775 3.39332 -1.11227 0.218
H -1.99198 2.55898 -0.54656 0.209
H 1.27656 2.33891 1.48633 0.483
H -0.58649 0.49647 2.65820 0.519